71
Properties=species:S:1:pos:R:3:forces:R:3 method="wB97M-V/def2-TZVPD" e_homo_ev="-13.5 / -13.5" total_charge=+2 homo_lumo_gap_ha="0.2387 / 0.2389" multiplicity=2
Ir -0.28078 0.06032 -0.13575 -0.84 1.28 -1.92
C 2.68888 3.16676 0.61986 -0.04 -0.08 -0.10
C 1.84660 2.18210 1.11700 0.00 -0.07 0.12
N 1.13074 1.65009 0.12591 -0.80 -0.83 -0.04
N 1.48888 2.27414 -1.01220 0.10 0.04 -0.14
C 2.42349 3.19720 -0.73581 0.10 0.10 0.33
B 0.78937 2.03412 -2.39105 0.12 0.22 -0.03
N -0.71845 2.24821 -2.17970 -0.21 0.47 -0.26
C -1.59190 2.99086 -2.87507 -0.31 -0.04 0.05
C -2.85785 2.77592 -2.36020 0.16 -0.12 0.04
C -2.67302 1.86095 -1.33098 -0.26 -0.08 0.23
N -1.38218 1.54954 -1.23237 1.78 -0.93 0.78
N 0.94843 0.57681 -2.87545 0.20 -0.14 -0.28
C 1.22308 0.13624 -4.11754 -0.08 -0.21 -0.02
C 1.02104 -1.22790 -4.15397 0.02 0.00 0.05
C 0.59923 -1.56000 -2.86929 -0.04 0.03 -0.17
N 0.55553 -0.46246 -2.11735 -0.43 0.17 0.96
N 1.44094 2.95455 -3.38964 0.42 -0.26 -0.17
C 2.73718 2.83983 -3.81266 0.07 0.03 -0.04
C 3.04797 3.96451 -4.52427 -0.01 0.12 -0.09
C 1.86770 4.74041 -4.49418 0.21 -0.40 0.16
N 0.92850 4.12729 -3.80632 -0.69 0.45 0.13
H 3.40127 3.76657 1.15597 -0.04 0.04 0.04
H 1.72550 1.85596 2.13468 -0.05 -0.12 0.03
H 2.85172 3.83791 -1.48613 -0.09 -0.06 -0.15
H -1.26161 3.62847 -3.67508 0.11 0.01 0.03
H -3.77787 3.21875 -2.69493 -0.03 0.01 0.05
H -3.40145 1.43846 -0.65794 0.05 -0.10 0.03
H 1.52494 0.80211 -4.90536 0.04 0.10 0.04
H 1.15387 -1.88159 -4.99631 0.01 -0.04 -0.01
H 0.32331 -2.52305 -2.47447 -0.01 -0.01 0.05
H 3.33884 1.98248 -3.55994 0.02 -0.03 -0.01
H 3.97433 4.21510 -5.00930 0.06 -0.09 0.01
H 1.68299 5.70092 -4.94293 -0.07 0.04 0.00
C 2.61584 -4.78952 -0.31666 -0.09 0.21 0.04
C 2.85752 -3.41939 -0.25131 0.12 -0.17 0.01
C 1.81855 -2.55314 0.00415 -0.55 0.27 0.13
C 0.51159 -3.03808 0.19100 1.01 -1.34 -0.72
C 0.29122 -4.42600 0.20136 -0.39 0.43 -0.22
C 1.33812 -5.28192 -0.07002 0.11 -0.18 0.00
N -0.49649 -2.11109 0.33845 -0.66 2.66 1.05
N -1.71309 -2.41111 0.26880 1.11 -2.69 0.08
C -2.70891 -1.65446 0.82757 -0.56 2.12 0.49
C -3.96909 -1.67048 0.20909 0.65 -0.21 -0.06
C -4.97299 -0.81351 0.60506 -0.29 0.26 0.23
C -4.77184 0.06754 1.66019 0.01 -0.08 -0.15
C -3.57645 0.03913 2.36512 0.22 -0.03 0.16
C -2.56612 -0.81433 1.97745 -0.21 -0.20 -0.79
H 3.42226 -5.46710 -0.55997 0.01 -0.04 0.06
H 3.85582 -3.03459 -0.40726 -0.01 0.01 -0.03
H 1.97751 -1.47759 0.01695 0.07 -0.04 0.02
H -0.70943 -4.80106 0.36970 0.01 -0.03 0.02
H 1.16429 -6.34862 -0.10386 -0.04 0.00 0.04
H -4.10810 -2.35381 -0.61750 0.01 0.02 -0.06
H -5.92474 -0.82239 0.09316 0.00 -0.04 -0.03
H -5.54718 0.75590 1.96489 -0.05 -0.02 -0.02
H -3.43811 0.68469 3.22519 -0.06 -0.04 0.04
O -1.43450 -1.02658 2.77013 0.33 -0.30 0.15
S -0.66686 0.14672 3.57204 -0.20 -0.38 -0.03
C -1.28372 -0.13189 5.27057 0.05 0.25 0.21
C -0.24606 -0.97872 6.01130 0.15 -0.16 -0.08
C 0.52403 -1.77568 4.96231 -0.17 0.01 0.13
C 0.86015 -0.78101 3.86059 0.09 -0.16 0.06
H -2.24776 -0.62941 5.16793 0.01 0.00 -0.17
H -1.44071 0.84479 5.72715 -0.06 0.04 -0.08
H -0.74049 -1.63515 6.72504 -0.01 0.07 0.04
H 0.43916 -0.33251 6.56020 -0.05 0.01 0.04
H -0.09315 -2.58068 4.56077 0.05 -0.03 -0.01
H 1.43091 -2.21441 5.37619 0.02 0.02 -0.07
H 1.17474 -1.23616 2.92310 -0.08 0.17 -0.17
H 1.60489 -0.04997 4.18388 -0.05 0.10 -0.03

=====

104
Properties=species:S:1:pos:R:3:forces:R:3 method="wB97M-V/def2-TZVPD" e_homo_ev=-5.6 total_charge=-1 homo_lumo_gap_ha=0.2770
Cl -1.61234 2.58065 -0.94361 -0.60 1.18 -1.24
O -1.52246 2.03658 0.38495 -0.40 0.16 0.36
O -2.96293 2.55811 -1.47669 -0.23 -0.49 0.79
O -1.16688 3.94776 -1.01234 0.18 0.63 0.96
O -0.77445 1.83851 -1.81288 1.04 -1.52 -0.86
O -7.47767 9.13172 5.81444 0.15 -1.73 -0.12
P -7.59192 7.64240 5.77886 -0.85 -1.72 0.32
N -6.76371 6.81828 4.49999 -0.79 1.36 1.01
C -6.29348 5.47232 4.67230 0.33 0.21 0.97
C -6.74713 7.33070 3.11944 -0.74 1.34 1.62
N -9.24355 7.12135 5.61558 -0.45 0.67 0.83
C -9.69375 5.84637 5.01305 0.66 0.73 0.29
C -10.30079 7.82239 6.46182 0.90 -0.97 -0.85
N -7.07057 6.85700 7.28631 -1.54 0.92 -0.67
C -7.64681 5.63660 7.88912 0.05 -0.17 -0.92
C -5.77215 7.18809 7.82601 0.45 -0.05 -0.65
H -6.03185 5.08117 3.68912 -0.15 -0.38 0.32
H -7.01842 4.87808 5.22857 -0.04 -0.49 -0.45
H -5.40834 5.53442 5.30537 0.36 -0.55 -0.12
H -7.77000 7.26015 2.74950 0.19 -0.28 -0.86
H -5.95746 6.89519 2.50718 -0.32 -0.18 0.12
H -6.55289 8.39554 3.24783 0.12 0.15 -0.52
H -9.50408 5.00063 5.67399 0.42 -0.31 -0.16
H -10.77400 5.80756 4.87286 0.00 0.57 -0.15
H -9.21128 5.76441 4.03909 -0.01 -0.51 0.10
H -10.64359 8.71394 5.93672 0.44 0.40 0.53
H -11.20759 7.22588 6.56181 0.19 -0.52 -0.26
H -9.94303 7.92246 7.48656 0.08 0.75 -0.13
H -7.26931 4.77102 7.34471 -0.14 -0.40 0.02
H -7.38508 5.44938 8.93053 0.56 0.69 0.06
H -8.73405 5.56946 7.92769 -0.10 0.44 -0.58
H -5.72236 7.03805 8.90449 -0.19 0.07 0.02
H -5.48686 8.21364 7.59158 -0.16 0.02 0.01
H -5.04119 6.52942 7.35704 0.55 -0.07 0.18
O 4.07406 -1.67335 -10.28177 -1.97 0.09 0.36
P 2.90570 -1.32592 -9.40349 -0.19 1.23 1.49
N 1.45925 -2.25927 -9.46093 1.62 0.24 -0.15
C 1.07503 -2.79767 -10.75396 0.47 -0.06 -0.43
C 0.56571 -2.46498 -8.35471 -0.50 0.34 0.67
N 2.31795 0.27961 -9.70483 0.75 -0.77 1.07
C 2.46138 0.81728 -11.03642 0.51 -0.17 0.20
C 1.23871 0.88871 -8.90588 0.27 -0.96 -0.13
N 3.35726 -1.26674 -7.71382 -1.58 -0.31 -0.98
C 3.65960 -2.47898 -6.94537 -0.36 -0.67 -0.76
C 4.40055 -0.30301 -7.35912 -0.63 -0.08 -0.45
H 0.71197 -2.09795 -11.50674 -0.32 0.74 0.31
H 0.27403 -3.52840 -10.64195 0.34 -0.28 0.11
H 1.96454 -3.18999 -11.24686 -0.09 -0.62 0.11
H -0.46999 -2.19472 -8.56065 -0.10 0.30 -0.50
H 0.84070 -1.82729 -7.51458 0.21 -0.25 0.03
H 0.48582 -3.49900 -8.01928 0.44 -0.26 0.05
H 3.28262 0.27127 -11.50069 -0.16 0.09 -0.32
H 1.53725 0.72003 -11.60618 -0.11 -0.07 -0.26
H 2.73510 1.87195 -11.00742 -0.02 0.17 0.05
H 1.41859 1.94079 -8.68483 0.16 0.07 -0.26
H 0.28647 0.77529 -9.42401 -0.22 0.19 -0.15
H 1.11720 0.38944 -7.94460 0.25 -0.06 -0.04
H 3.28707 -2.43588 -5.92192 0.56 0.61 0.24
H 3.21868 -3.42562 -7.25772 -0.35 0.25 -0.85
H 4.73298 -2.62381 -7.06774 0.18 -0.30 0.76
H 4.37424 -0.11359 -6.28603 -0.06 -0.05 0.05
H 4.21403 0.63833 -7.87602 0.37 -0.09 -0.10
H 5.33651 -0.80142 -7.61145 0.52 0.69 -0.09
O 4.86158 -4.97477 3.49665 1.08 -0.91 0.45
P 6.06218 -4.12124 3.64902 0.20 1.54 -0.33
N 5.55510 -2.49884 3.38141 2.64 -0.31 -1.63
C 5.11540 -2.08792 1.94252 -0.29 -0.67 1.80
C 4.93978 -1.77186 4.47730 -0.84 -0.88 -0.37
N 7.27669 -4.40899 2.48177 -1.49 -0.45 1.03
C 8.35002 -3.52521 2.17762 0.00 0.96 0.87
C 7.39047 -5.72203 1.83498 -1.23 0.89 -0.22
N 6.85640 -4.19678 5.21128 -2.00 0.38 -2.05
C 7.92866 -3.28625 5.59929 -0.64 -0.47 -0.34
C 6.79123 -5.45689 5.93720 0.35 -0.07 0.10
H 5.21918 -1.01914 1.75532 0.10 0.07 0.56
H 4.06338 -2.35695 1.84771 -0.13 0.12 -0.05
H 5.61919 -2.57027 1.10488 0.45 -0.44 0.61
H 3.95503 -2.22849 4.57666 -0.66 0.72 0.22
H 4.90269 -0.70479 4.25805 -0.10 -0.08 0.12
H 5.38982 -1.96746 5.45060 0.53 0.12 -0.24
H 8.45360 -2.72335 2.90864 -0.12 -0.09 0.30
H 9.25584 -4.12695 2.25182 0.39 0.47 -0.71
H 8.14671 -2.96103 1.26742 0.62 -0.37 -0.62
H 7.20984 -6.51667 2.55887 0.43 -0.22 -0.23
H 6.61185 -5.77059 1.07374 -0.12 -0.42 -0.10
H 8.33145 -5.74383 1.28525 0.12 -0.42 0.45
H 7.68791 -2.23527 5.43934 -0.22 -0.05 -0.30
H 8.03687 -3.39018 6.67891 0.56 -0.13 -0.05
H 8.80274 -3.54173 5.00027 0.58 0.16 0.57
H 6.35704 -5.25863 6.91713 -0.03 -0.37 0.15
H 7.77671 -5.90764 6.05451 0.46 0.32 0.27
H 6.27557 -6.27998 5.44250 -0.66 0.60 -0.24
O -1.56505 -7.75384 -2.19609 -1.35 2.22 0.73
C -2.00782 -6.72119 -1.68976 1.70 -1.49 -1.80
O -2.31636 -5.60727 -2.43109 0.02 -0.36 0.26
C -2.50214 -4.39459 -1.59692 0.45 -2.19 -0.27
C -2.57843 -5.03171 -0.18727 -0.11 2.17 0.99
C -2.12253 -6.46320 -0.22176 -0.73 0.04 -0.45
H -3.36546 -3.84879 -1.97757 -0.11 -0.29 0.30
H -1.62202 -3.77190 -1.75737 0.01 -0.08 0.17
H -3.59142 -5.01534 0.21481 0.01 0.35 -0.14
H -1.96033 -4.39884 0.44955 -0.14 -0.13 0.32
H -2.94877 -7.05559 0.17134 0.32 -0.43 -0.02
H -1.20325 -6.74818 0.28993 -0.05 0.24 -0.10

=====

128
Properties=species:S:1:pos:R:3:forces:R:3 method="wB97M-V/def2-TZVPD" e_homo_ev=-8.3 homo_lumo_gap_ha=0.3224 smiles="COP(=O)(OC)OC.COP(=O)(OC)OC.COP(=O)(OC)OC.COP(=O)(OC)OC.CN(C)C=O.CN(C)C=O.CN(C)C=O.CN(C)C=O.CN(C)C=O"
C -5.98187 -5.15202 -2.56391 -0.40 -0.49 1.37
O -6.00073 -3.89849 -3.16950 0.52 1.79 -0.87
P -4.65645 -3.18634 -3.63963 0.61 0.43 -0.34
O -3.54750 -4.13098 -3.86918 -0.38 0.02 -0.14
O -5.11839 -2.26128 -4.85286 0.09 -0.50 -0.29
C -5.00691 -2.85436 -6.17324 -0.83 0.17 -0.58
O -4.28827 -2.04558 -2.61603 -0.65 0.59 -0.01
C -3.62489 -2.39564 -1.41143 0.62 -0.77 0.34
H -7.02551 -5.42903 -2.55453 -0.18 -0.62 -0.12
H -5.70360 -5.04644 -1.49480 0.24 -0.31 -0.60
H -5.35572 -5.84673 -3.11552 0.04 -0.14 0.18
H -4.56679 -2.14066 -6.91869 -0.21 -0.52 1.08
H -6.00545 -3.16482 -6.56839 0.56 0.45 0.55
H -4.42749 -3.75674 -6.06533 0.51 -0.19 -0.39
H -3.49025 -1.52820 -0.74696 -0.27 -0.07 -0.61
H -2.61099 -2.79024 -1.68863 -0.94 0.06 0.54
H -4.25875 -3.12488 -0.86952 0.71 0.17 -0.05
C 4.61807 -1.26914 -1.30821 -0.84 -1.99 1.34
O 3.51545 -1.39888 -2.17369 -1.00 1.05 -1.86
P 3.05529 -0.19988 -3.12414 -0.95 0.91 0.47
O 3.82625 1.06025 -3.18051 0.30 -1.16 0.22
O 2.79763 -0.88620 -4.52685 1.26 -0.70 -0.55
C 4.06361 -1.21008 -5.20119 -0.61 -0.27 0.24
O 1.54931 0.03448 -2.69194 -0.09 0.30 0.55
C 0.98955 1.32429 -3.10865 1.12 -0.96 -0.82
H 4.95407 -2.30626 -1.25168 0.54 0.22 0.31
H 4.20595 -0.98204 -0.34676 0.47 0.35 0.23
H 5.37121 -0.64057 -1.67066 1.01 1.10 -0.49
H 3.82347 -1.76810 -6.11062 -0.09 0.71 -0.10
H 4.63434 -1.93487 -4.61585 0.04 0.25 0.34
H 4.61420 -0.27018 -5.31535 0.01 -0.42 -0.41
H 1.06034 1.30647 -4.20802 -0.34 0.46 0.34
H 1.58912 2.13613 -2.69630 -0.20 -0.05 0.05
H -0.02366 1.31075 -2.78276 -0.72 0.15 0.21
C -3.25245 2.28232 -1.75190 -0.07 -1.27 1.02
O -2.13170 2.63405 -0.90728 -1.39 -1.60 -0.86
P -1.29896 3.90349 -1.09199 0.91 0.72 1.53
O -0.13949 3.71893 -0.21735 0.49 0.83 0.15
O -2.23493 5.15757 -0.83672 -0.29 0.24 0.07
C -2.87983 5.48465 0.41793 0.40 -0.13 -0.23
O -1.03768 4.04035 -2.61408 -1.14 -0.97 -0.25
C -0.10897 4.95233 -3.10348 1.65 0.62 0.47
H -3.25244 1.16322 -1.78456 -0.20 1.02 -0.08
H -3.20689 2.67420 -2.75333 0.30 0.25 -0.27
H -4.11105 2.66827 -1.21565 -0.48 -0.18 -0.27
H -3.08054 6.55334 0.37856 -0.01 -0.03 -0.04
H -2.16815 5.30735 1.24615 -0.64 -0.20 -0.27
H -3.85303 4.95508 0.48419 0.78 0.08 0.22
H -0.53958 5.94171 -3.18381 -0.21 0.21 -0.22
H 0.19396 4.55899 -4.06635 0.30 0.27 -0.11
H 0.74164 5.01763 -2.37732 -0.38 -0.08 -0.85
C 1.93282 0.25352 3.85472 0.21 1.10 -1.49
O 3.08193 1.14391 4.05320 -0.60 -2.63 -0.13
P 2.91614 2.61460 4.38057 3.29 2.97 1.76
O 4.20721 3.35960 4.48947 -1.13 -0.96 -0.46
O 1.94425 3.20199 3.34142 -1.77 0.78 -0.11
C 2.43487 3.44475 2.02879 0.22 0.20 -0.25
O 2.11437 2.69990 5.73100 -0.19 -0.56 -0.03
C 2.20089 3.92635 6.46108 0.01 -0.11 -0.21
H 0.99689 0.81970 3.69111 0.40 -0.01 0.56
H 1.86165 -0.42472 4.68716 0.05 -0.31 0.03
H 2.13745 -0.16288 2.85661 -0.09 -0.59 0.74
H 2.61162 2.45314 1.60224 -0.43 0.53 -0.77
H 3.39579 3.93558 2.09097 0.35 0.25 0.11
H 1.72744 4.14910 1.56603 0.17 -0.89 -0.29
H 1.33313 3.84856 7.06581 -0.58 0.37 1.06
H 2.06829 4.77162 5.79634 0.21 0.23 -0.13
H 3.12595 4.02229 7.04624 -0.30 -0.20 -0.34
C -0.72318 -0.43267 0.06234 -2.69 1.14 0.02
N 0.62427 -0.61276 0.35375 2.38 -1.16 0.19
C 1.24866 -1.97901 0.38511 -2.97 0.57 1.07
C 1.41596 0.47321 0.32494 0.18 -0.21 0.03
O 2.61053 0.50665 0.57801 0.03 -0.50 -0.17
H -1.42152 -1.07582 0.62279 0.52 -0.11 -0.16
H -0.91563 -0.51560 -0.99038 -0.36 -0.42 -0.82
H -1.05819 0.60569 0.30954 0.47 -0.65 -0.07
H 1.47670 -2.14512 1.42222 0.83 -0.41 0.29
H 0.49445 -2.75384 0.13203 0.06 0.71 0.08
H 2.01825 -2.11875 -0.30667 1.50 0.28 -0.79
H 0.86904 1.36316 0.03949 -0.25 0.68 0.09
C 5.55240 1.41730 1.51646 -0.12 -1.32 -1.36
N 5.78337 0.28737 2.44491 0.55 -0.22 -0.92
C 7.14778 0.34084 3.07423 -1.52 0.27 -0.58
C 4.88834 -0.74526 2.70680 1.33 2.29 -1.03
O 5.08206 -1.49434 3.62123 -0.36 -1.47 0.77
H 6.40689 1.60332 0.83082 -0.05 -0.38 0.61
H 5.40952 2.29954 2.08222 -0.27 1.06 0.66
H 4.70386 1.29168 0.79857 0.41 -0.26 1.06
H 7.20785 1.31389 3.55605 0.24 -0.02 0.31
H 7.29308 -0.46828 3.77507 -0.22 -0.07 0.17
H 7.92174 0.29285 2.30284 -0.16 -0.04 -0.09
H 4.02913 -0.78207 1.99232 0.38 0.15 0.44
C -1.94577 3.05825 3.06703 0.71 -1.22 -1.43
N -1.88259 2.02736 4.03783 0.07 -2.31 0.25
C -1.77427 2.44574 5.41222 0.63 0.11 0.71
C -1.97221 0.66126 3.72618 -0.07 2.45 -1.39
O -1.81616 -0.22840 4.51642 -0.06 -0.60 0.41
H -1.99989 2.56842 2.08166 -0.03 0.41 0.09
H -1.06920 3.69682 3.06523 0.24 0.12 0.12
H -2.82383 3.60257 3.24184 -1.29 1.23 0.00
H -0.70472 2.66581 5.69212 -0.91 -0.41 -0.15
H -2.33316 3.39109 5.57189 0.10 -0.59 -0.16
H -2.19569 1.63523 6.03048 0.38 0.51 0.00
H -2.21682 0.49295 2.60152 0.40 0.26 1.46
C -1.81181 -3.27253 2.78076 -0.32 0.14 -0.63
N -2.74995 -3.61625 3.82955 -1.83 0.01 -0.35
C -2.29956 -3.54109 5.17139 2.30 0.95 0.27
C -4.08817 -3.75373 3.57799 1.01 0.19 -3.18
O -4.53639 -3.65214 2.41774 0.18 -0.14 2.02
H -1.58688 -2.19269 2.64762 -0.61 -0.34 0.38
H -2.21909 -3.66970 1.83258 0.40 0.16 0.45
H -0.85341 -3.70563 3.03790 0.19 -0.43 -0.11
H -1.97339 -2.49167 5.34640 -0.41 -0.56 0.44
H -3.00360 -3.89323 5.90193 -0.46 -0.03 0.14
H -1.37391 -4.13816 5.24572 -0.33 -0.02 0.25
H -4.69770 -4.03759 4.43402 -0.10 0.08 0.28
C 0.55668 -3.53896 -4.84123 -0.39 -0.39 -1.11
N -0.34595 -2.42826 -5.04224 -0.39 -0.28 1.48
C -0.93403 -2.25156 -6.34952 0.71 -1.30 -0.53
C -0.95648 -1.84772 -3.95499 -0.69 2.12 -1.52
O -1.73001 -0.87396 -4.09087 1.18 -1.93 0.83
H 0.79307 -3.62942 -3.80815 -0.15 -0.40 0.92
H 1.50784 -3.40716 -5.31724 0.65 0.67 -0.48
H 0.19219 -4.46995 -5.31638 -0.31 0.23 0.68
H -0.09485 -2.05870 -7.08553 -1.23 -0.31 0.53
H -1.55936 -3.17121 -6.58612 0.97 0.84 -0.12
H -1.62327 -1.44501 -6.28489 -0.30 0.88 -0.14
H -0.64816 -2.22692 -2.96001 0.01 -0.01 -0.41